No. 1
DFT (ωB97M-V with the def2-TZVPD basis set) results for an isolated molecule of C9H14O at a distorted geometry.

Each line ends with the Mulliken charge.
Geometry (Å):
1 C 1.442 0.994 1.723  -1.467
2 C 1.311 0.522 0.335  0.472
3 C 1.617 1.235 -0.957  -0.876
4 C 0.265 0.701 -0.853  0.135
5 C -1.101 1.077 -0.960  -0.540
6 C -1.933 -0.195 -0.735  -0.651
7 C -1.660 -0.880 0.614  -0.748
8 C -0.291 -1.723 0.519  -0.870
9 C 0.798 -0.889 -0.203  0.684
10 O 1.667 -1.670 -0.953  -0.595
11 H 1.835 0.295 2.499  0.336
12 H 0.610 1.577 2.106  0.324
13 H 2.291 1.773 1.798  0.367
14 H 2.299 1.005 -1.798  0.198
15 H 1.541 2.320 -1.031  0.309
16 H -1.405 1.463 -1.956  0.233
17 H -1.423 1.744 -0.150  0.289
18 H -1.567 -0.968 -1.499  0.265
19 H -2.989 0.076 -0.691  0.417
20 H -1.554 -0.113 1.358  0.327
21 H -2.490 -1.606 0.738  0.373
22 H -0.015 -1.858 1.639  0.243
23 H -0.365 -2.714 0.061  0.402
24 H 1.118 -2.168 -1.607  0.373

* gap between HOMO and LUMO: 0.3281 hartree
* E_HOMO: -0.294 hartree
* molar mass: 138.21 g/mol
* 2S+1: 1
* energy: -11603.6949 eV

No. 2
DFT (ωB97M-V with the def2-TZVPD basis set) results for a cluster of 2 separate species, C9H14O in total at a distorted geometry.

Each line ends with the Mulliken charge.
Geometry (Å):
1 C -0.831 0.224 -3.324  -1.393
2 C -0.948 0.249 -1.814  0.791
3 C -1.599 -0.735 -1.119  -0.553
4 C -1.861 -0.633 0.269  -0.376
5 C -1.459 0.500 0.941  0.307
6 O -1.556 0.322 2.329  -0.583
7 C -0.774 1.510 0.255  -0.502
8 C -0.524 1.392 -1.096  -0.453
9 H -1.283 -0.675 -3.726  0.360
10 H 0.236 0.272 -3.564  0.313
11 H -1.282 1.152 -3.671  0.339
12 H -2.149 -1.564 -1.556  0.264
13 H -2.381 -1.450 0.742  0.399
14 H -0.802 0.729 2.755  0.333
15 H -0.550 2.459 0.730  0.385
16 H 0.230 1.994 -1.592  0.345
17 C 2.540 -1.115 1.173  -0.971
18 C 1.834 -0.264 2.199  -0.499
19 H 1.948 -1.512 0.347  0.280
20 H 3.360 -0.601 0.648  0.282
21 H 3.069 -1.928 1.673  0.312
22 H 1.409 0.694 1.912  0.178
23 H 0.883 -0.779 2.422  0.121
24 H 2.490 -0.244 3.065  0.322

* gap between HOMO and LUMO: 0.3477 hartree
* E_HOMO: -0.313 hartree
* molar mass: 138.21 g/mol
* 2S+1: 1
* energy: -11606.7108 eV

No. 3
DFT (ωB97M-V with the def2-TZVPD basis set) results for a cluster of 2 separate species, C9H14O in total at a distorted geometry.

Each line ends with the Mulliken charge.
Geometry (Å):
1 C 2.244 2.308 1.489  -1.358
2 C 1.432 1.408 0.621  1.005
3 C 0.137 1.611 0.308  -0.672
4 C -0.550 0.720 -0.514  -0.392
5 C 0.167 -0.195 -1.230  0.213
6 O -0.560 -0.849 -2.132  -0.522
7 C 1.359 -0.591 -0.612  -0.298
8 C 2.069 0.249 0.158  -0.765
9 H 3.296 2.292 1.312  0.397
10 H 1.874 2.185 2.528  0.291
11 H 1.856 3.453 1.361  0.263
12 H -0.332 2.568 0.475  0.279
13 H -1.557 0.881 -0.754  0.606
14 H -0.144 -1.681 -2.496  0.335
15 H 1.825 -1.605 -0.681  0.271
16 H 3.055 -0.041 0.527  0.332
17 C -2.054 -2.401 0.826  -0.723
18 C -3.115 -1.409 0.625  -0.800
19 H -1.936 -3.194 0.079  0.237
20 H -1.111 -1.963 1.136  0.180
21 H -2.409 -3.095 1.681  0.306
22 H -2.744 -0.513 1.230  0.181
23 H -4.007 -1.745 0.980  0.425
24 H -3.315 -0.938 -0.343  0.209

* gap between HOMO and LUMO: 0.3322 hartree
* E_HOMO: -0.303 hartree
* molar mass: 138.21 g/mol
* 2S+1: 1
* energy: -11605.6840 eV

No. 4
DFT (ωB97M-V with the def2-TZVPD basis set) results for a cluster of 2 separate species, C9H14O in total at a distorted geometry.

Each line ends with the Mulliken charge.
Geometry (Å):
1 C 0.409 2.557 1.945  -1.489
2 C 0.552 1.858 0.601  0.928
3 C -0.697 1.504 -0.068  -0.742
4 C -0.615 0.745 -1.209  -0.383
5 C 0.665 0.320 -1.585  0.559
6 O 1.007 -0.494 -2.538  -0.549
7 C 1.878 0.859 -1.067  -0.460
8 C 1.850 1.597 0.156  -0.653
9 H 0.375 3.622 1.936  0.313
10 H 1.116 2.362 2.731  0.391
11 H -0.557 2.263 2.432  0.325
12 H -1.616 1.877 0.364  0.389
13 H -1.503 0.458 -1.821  0.303
14 H 0.159 -0.914 -2.986  0.388
15 H 2.824 0.898 -1.684  0.306
16 H 2.654 1.812 0.874  0.344
17 C -0.843 -2.787 -0.464  -0.656
18 C -1.292 -2.546 0.932  -0.759
19 H 0.290 -2.486 -0.707  0.130
20 H -0.943 -3.787 -0.705  0.468
21 H -1.459 -2.268 -1.174  0.151
22 H -0.611 -2.919 1.731  0.263
23 H -2.233 -3.084 1.162  0.285
24 H -1.409 -1.447 1.146  0.150

* gap between HOMO and LUMO: 0.3180 hartree
* E_HOMO: -0.289 hartree
* molar mass: 138.21 g/mol
* 2S+1: 1
* energy: -11605.8360 eV

No. 5
DFT (ωB97M-V with the def2-TZVPD basis set) results for a cluster of 2 separate species, C9H14O in total at a distorted geometry.

Each line ends with the Mulliken charge.
Geometry (Å):
1 C -0.368 0.340 1.108  -1.053
2 C 0.552 0.952 0.094  0.462
3 C 1.303 2.083 0.413  -0.419
4 C 2.251 2.607 -0.449  -0.564
5 C 2.380 2.001 -1.703  0.719
6 O 3.324 2.535 -2.544  -0.531
7 C 1.727 0.821 -1.977  -0.508
8 C 0.743 0.332 -1.148  -0.530
9 H -1.393 0.255 0.775  0.092
10 H -0.406 1.005 1.987  0.297
11 H 0.019 -0.557 1.602  0.336
12 H 1.196 2.455 1.421  0.299
13 H 2.712 3.580 -0.330  0.357
14 H 3.570 1.892 -3.195  0.294
15 H 1.776 0.395 -2.978  0.254
16 H 0.073 -0.478 -1.408  0.405
17 C -1.969 -3.060 0.795  -0.812
18 C -3.016 -2.018 1.276  -0.599
19 H -2.157 -4.040 1.213  0.320
20 H -1.748 -3.128 -0.274  0.292
21 H -0.992 -2.596 1.011  0.164
22 H -2.742 -1.050 0.888  0.177
23 H -2.799 -1.984 2.345  0.222
24 H -4.034 -2.340 1.077  0.324

* gap between HOMO and LUMO: 0.3429 hartree
* E_HOMO: -0.310 hartree
* molar mass: 138.21 g/mol
* 2S+1: 1
* energy: -11606.8045 eV

No. 6
DFT (ωB97M-V with the def2-TZVPD basis set) results for a cluster of 2 separate species, C9H14O in total at a distorted geometry.

Each line ends with the Mulliken charge.
Geometry (Å):
1 C 2.479 1.076 1.568  -1.454
2 C 1.909 0.369 0.358  0.665
3 C 1.902 0.982 -0.895  -0.550
4 C 1.223 0.337 -1.932  -0.462
5 C 0.618 -0.889 -1.719  0.471
6 O -0.157 -1.498 -2.673  -0.565
7 C 0.778 -1.603 -0.523  -0.491
8 C 1.490 -0.952 0.471  -0.397
9 H 2.572 2.136 1.352  0.365
10 H 3.392 0.575 1.889  0.321
11 H 1.762 0.934 2.381  0.341
12 H 2.375 1.938 -1.066  0.378
13 H 1.103 0.706 -2.946  0.318
14 H -0.611 -0.867 -3.228  0.316
15 H 0.609 -2.671 -0.521  0.390
16 H 1.485 -1.344 1.486  0.334
17 C -3.088 0.135 0.051  -0.605
18 C -2.680 0.037 1.506  -0.749
19 H -2.192 0.054 -0.585  -0.002
20 H -3.804 -0.610 -0.291  0.297
21 H -3.394 1.126 -0.297  0.320
22 H -3.517 -0.169 2.178  0.314
23 H -2.254 0.998 1.787  0.234
24 H -2.000 -0.801 1.648  0.210

* gap between HOMO and LUMO: 0.3408 hartree
* E_HOMO: -0.309 hartree
* molar mass: 138.21 g/mol
* 2S+1: 1
* energy: -11607.0148 eV

No. 7
DFT (ωB97M-V with the def2-TZVPD basis set) results for a cluster of 2 separate species, C9H14O in total at a distorted geometry.

Each line ends with the Mulliken charge.
Geometry (Å):
1 C 0.180 -3.140 -1.284  -1.352
2 C -0.696 -1.979 -0.811  0.435
3 C -1.798 -1.618 -1.539  -0.253
4 C -2.553 -0.454 -1.271  -0.567
5 C -2.154 0.335 -0.197  -0.560
6 C -0.947 0.084 0.431  -0.267
7 C -0.215 -1.064 0.112  0.161
8 H 0.642 -2.817 -2.241  0.287
9 H -0.265 -4.114 -1.455  0.371
10 H 1.061 -3.091 -0.626  0.338
11 H -2.182 -2.169 -2.393  0.326
12 H -3.435 -0.119 -1.825  0.345
13 H -2.731 1.194 0.175  0.346
14 H -0.436 0.818 1.051  0.217
15 H 0.722 -1.109 0.641  0.112
16 C 1.969 1.075 1.683  -0.853
17 C 1.660 2.554 1.385  -0.233
18 O 2.768 3.268 0.880  -0.556
19 H 2.412 1.006 2.684  0.335
20 H 2.759 0.469 1.211  0.333
21 H 1.161 0.336 1.741  0.183
22 H 0.930 2.536 0.577  0.304
23 H 1.423 3.116 2.276  0.257
24 H 3.079 3.072 -0.011  0.291

* gap between HOMO and LUMO: 0.3692 hartree
* E_HOMO: -0.337 hartree
* molar mass: 138.21 g/mol
* 2S+1: 1
* energy: -11606.0559 eV

No. 8
DFT (ωB97M-V with the def2-TZVPD basis set) results for a cluster of 2 separate species, C9H14O in total at a distorted geometry.

Each line ends with the Mulliken charge.
Geometry (Å):
1 C 0.777 -1.085 -1.685  -1.938
2 C -0.360 -0.312 -1.208  1.055
3 C -0.039 0.991 -0.666  -0.787
4 C -1.050 1.829 -0.072  -0.697
5 C -2.396 1.242 -0.119  0.911
6 O -3.282 1.833 0.672  -0.521
7 C -2.662 0.035 -0.672  -0.578
8 C -1.634 -0.824 -1.134  -0.591
9 H 1.493 -0.542 -2.045  0.584
10 H 0.422 -1.840 -2.331  0.494
11 H 1.246 -1.654 -0.816  0.077
12 H 0.955 1.279 -0.727  0.570
13 H -0.917 2.724 0.488  0.293
14 H -2.935 2.661 1.042  0.298
15 H -3.679 -0.397 -0.675  0.321
16 H -1.965 -1.756 -1.542  0.408
17 C 1.341 -0.389 1.928  -0.827
18 C 2.546 -0.507 0.907  -0.901
19 H 0.768 -1.409 1.846  0.179
20 H 1.933 -0.509 2.866  0.376
21 H 0.878 0.505 2.007  0.323
22 H 2.667 0.299 0.235  0.258
23 H 3.454 -0.794 1.418  0.370
24 H 2.438 -1.380 0.283  0.325

* gap between HOMO and LUMO: 0.3273 hartree
* E_HOMO: -0.296 hartree
* molar mass: 138.21 g/mol
* 2S+1: 1
* energy: -11605.4028 eV